Entry 1:
This record from the Open Molecules 2025 dataset describes a structure of composition C22H51AlCl5FIN7O15PS2. The level of theory is ωB97M-V/def2-TZVPD.

Summary:
Total charge: +1
Strongest force on any atom: 6.1 eV/Å
E_LUMO: -3.7 eV
Kohn-Sham gap: 5.29 eV

CARTESIAN COORDINATES (ANGSTROEM)
1 I 0.364 1.323 4.985
2 Cl -0.549 2.210 -4.013
3 Cl -7.763 -7.952 0.245
4 Cl 0.298 -1.686 -4.431
5 Cl -9.731 -8.261 -1.856
6 Cl -6.915 -8.685 -2.445
7 S -1.938 -6.857 -3.343
8 S 2.131 -0.899 -3.834
9 P 1.755 1.499 1.974
10 Al -4.327 -8.777 -3.497
11 F 5.058 -0.857 1.538
12 O -1.760 -5.302 -3.332
13 O -4.485 6.068 -2.300
14 O -1.076 4.841 0.107
15 O -9.456 -2.146 0.952
16 O -2.931 -7.191 -4.348
17 O 2.054 -1.351 6.510
18 O 1.216 -2.874 1.594
19 O -0.518 -7.270 -3.869
20 O -3.546 7.067 1.118
21 O -8.313 -2.737 -0.780
22 O 2.677 -1.814 -2.875
23 O -2.115 -7.350 -2.024
24 O 2.938 -0.746 -4.994
25 O -0.204 -2.407 3.148
26 O 7.223 1.547 0.322
27 N -8.924 -2.968 0.244
28 N -3.039 4.486 -3.029
29 N 0.524 -3.169 2.550
30 N -4.647 5.330 -4.443
31 N 3.246 2.012 1.433
32 N 8.044 1.539 -1.793
33 N 6.766 -0.223 -1.028
34 C 7.336 0.989 -0.759
35 C -8.102 -7.755 -1.468
36 C -9.029 -4.390 0.670
37 C 1.050 2.525 3.335
38 C 0.121 4.803 3.722
39 C 0.211 -6.087 -4.297
40 C 2.627 4.376 0.947
41 C 4.204 -1.469 2.448
42 C -1.449 5.987 0.380
43 C 3.396 -0.408 3.176
44 C 1.577 1.102 -0.692
45 C 4.940 3.652 1.732
46 C -0.344 -4.981 -3.437
47 C 2.024 -0.212 2.478
48 C -3.257 5.906 0.880
49 C 1.690 0.642 -3.130
50 C -0.101 3.487 2.941
51 C 0.650 1.375 0.518
52 C -4.080 5.339 -3.200
53 C 0.822 0.471 -1.860
54 C 0.566 -4.576 3.033
55 C 3.533 3.267 1.382
56 H 5.411 2.867 2.311
57 H -0.126 3.750 1.885
58 H -0.441 -4.974 2.961
59 H 1.729 -0.474 6.266
60 H 0.005 0.515 0.707
61 H 8.150 1.103 -2.689
62 H 5.487 3.697 0.784
63 H 1.855 3.132 3.743
64 H -3.220 5.165 1.708
65 H -2.681 3.873 -3.743
66 H -0.002 -5.921 -5.353
67 H 1.178 -0.625 3.013
68 H -0.475 5.619 3.323
69 H 3.590 -2.185 1.903
70 H -1.440 6.747 -0.419
71 H 2.606 -1.198 7.284
72 H 1.678 4.048 0.535
73 H 2.631 1.134 -2.883
74 H 2.518 5.089 1.765
75 H 0.082 -4.995 -2.434
76 H 1.069 1.354 -3.859
77 H 1.279 -6.229 -4.163
78 H -1.063 3.125 3.288
79 H 3.269 -0.765 4.198
80 H 1.253 -5.134 2.407
81 H 2.393 0.431 -0.418
82 H 1.993 2.059 -1.007
83 H -4.330 4.743 -5.191
84 H -5.418 5.950 -4.601
85 H -0.200 -4.000 -3.877
86 H 2.072 -0.748 1.532
87 H -3.696 5.392 0.005
88 H 3.148 4.915 0.152
89 H -2.604 4.473 -2.126
90 H 0.104 2.298 0.347
91 H 4.815 -2.049 3.142
92 H -0.968 6.497 1.238
93 H -0.140 4.644 4.769
94 H 1.169 5.105 3.723
95 H -10.084 -4.646 0.711
96 H 3.974 0.512 3.175
97 H 8.476 2.429 -1.631
98 H -0.162 0.893 -2.015
99 H 6.237 -0.654 -0.291
100 H 4.991 4.635 2.193
101 H 6.844 -0.690 -1.911
102 H 0.771 -0.606 -1.676
103 H -8.508 -5.002 -0.055
104 H -7.996 -6.709 -1.727
105 H 0.904 -4.555 4.065
106 H -8.570 -4.474 1.651

Atom charges from the Löwdin analysis, given in e for atoms 1 to 6: atom 1 (I): 1.089, atom 2 (Cl): -0.166, atom 3 (Cl): 0.570, atom 4 (Cl): 0.400, atom 5 (Cl): 0.589, atom 6 (Cl): 0.419

***

Entry 2:
This record from the Open Molecules 2025 dataset describes a structure of composition C22H51FNSbSi5Zr. The level of theory is ωB97M-V/def2-TZVPD.

Summary:
Total charge: +2
Strongest force on any atom: 1.8 eV/Å
Relative energy (zero: lowest compared OMol25 entry of this formula, charge and spin): 0.941 eV
E_LUMO: -6.7 eV
Kohn-Sham gap: 7.04 eV

CARTESIAN COORDINATES (ANGSTROEM)
1 Sb -1.422 -1.243 -1.329
2 Zr 0.328 0.325 0.117
3 Si -3.395 -0.761 0.415
4 Si 0.540 -3.020 -0.964
5 Si -2.492 -1.748 -3.651
6 Si 1.644 3.579 -0.821
7 Si 0.370 1.454 3.206
8 F 2.399 -0.190 -0.268
9 N 1.161 0.410 2.012
10 C 1.788 -2.466 -2.226
11 C -0.322 0.518 4.636
12 C -2.685 -1.198 2.077
13 C 1.427 2.854 3.761
14 C 3.235 -0.232 3.264
15 C -1.005 -1.854 -4.742
16 C 3.189 -0.356 0.943
17 C 5.176 -0.945 1.997
18 C -4.724 -1.945 -0.067
19 C 3.149 3.060 0.149
20 C -1.042 2.106 2.117
21 C 0.511 2.077 -1.113
22 C -3.754 1.012 0.003
23 C 2.199 4.212 -2.467
24 C 2.499 -0.047 2.096
25 C -3.546 -0.251 -3.896
26 C -0.207 -4.678 -1.321
27 C 4.472 -0.790 0.804
28 C 4.554 -0.670 3.208
29 C 0.715 4.889 0.102
30 C 0.935 -2.854 0.865
31 C -3.364 -3.339 -3.340
32 H 1.587 -3.004 -3.155
33 H -5.172 -1.677 -1.025
34 H 1.366 4.545 -3.090
35 H 5.103 -0.803 4.130
36 H 2.917 2.622 1.125
37 H -3.321 -0.907 2.918
38 H 1.978 -3.064 1.115
39 H 4.907 -0.983 -0.166
40 H -0.173 5.220 -0.444
41 H 0.878 1.562 -2.025
42 H -5.532 -1.962 0.673
43 H -4.312 -2.953 -0.124
44 H -2.596 -2.287 2.089
45 H 2.771 -0.040 4.224
46 H -1.198 -4.728 -0.870
47 H 3.785 3.931 0.332
48 H 1.675 3.540 2.949
49 H -2.026 1.837 2.500
50 H -0.981 3.192 2.041
51 H -0.503 2.430 -1.355
52 H 2.757 3.457 -3.027
53 H 0.684 -1.891 1.327
54 H -1.694 -0.785 2.278
55 H -3.993 -0.223 -4.894
56 H -4.365 -0.229 -3.174
57 H 0.313 -3.592 1.379
58 H -0.559 -0.519 4.392
59 H -1.046 1.796 1.056
60 H -2.874 1.556 -0.338
61 H 2.815 -2.702 -1.935
62 H 1.738 -1.401 -2.450
63 H 1.363 5.761 0.222
64 H -3.894 -3.688 -4.232
65 H -2.647 -4.112 -3.061
66 H 6.204 -1.274 1.969
67 H -4.192 1.561 0.840
68 H 0.378 0.510 5.476
69 H 2.862 5.070 -2.321
70 H 3.757 2.341 -0.408
71 H -2.939 0.648 -3.779
72 H 2.363 2.517 4.213
73 H 0.403 4.584 1.103
74 H -0.349 -1.001 -4.567
75 H -1.279 -1.847 -5.801
76 H -0.292 -4.860 -2.394
77 H -4.485 1.027 -0.809
78 H -4.101 -3.230 -2.545
79 H 0.392 -5.493 -0.902
80 H -1.234 1.002 4.996
81 H 0.886 3.416 4.529
82 H -0.457 -2.779 -4.556

Atom charges from the Löwdin analysis, given in e for atoms 1 to 6: atom 1 (Sb): 0.851, atom 2 (Zr): 1.360, atom 3 (Si): 0.376, atom 4 (Si): 0.377, atom 5 (Si): 0.355, atom 6 (Si): 0.407

***

Entry 3:
This record from the Open Molecules 2025 dataset describes a structure of composition C22H52FN2O6Zr. The level of theory is ωB97M-V/def2-TZVPD.

Summary:
Total charge: +2
Strongest force on any atom: 6.5 eV/Å
E_LUMO (alpha / beta): -7.9 / -8.3 eV
Kohn-Sham gap (alpha / beta): 5.14 / 4.73 eV
Multiplicity: 2

CARTESIAN COORDINATES (ANGSTROEM)
1 Zr -0.095 -0.043 1.368
2 F -0.834 1.601 0.292
3 O 2.175 0.513 1.612
4 O 0.608 -0.290 -1.087
5 O -1.595 -1.594 0.420
6 O -2.744 3.403 -1.386
7 O 0.054 1.864 2.903
8 O -2.143 0.394 2.477
9 N 3.217 0.983 0.704
10 N -2.776 -2.115 -0.261
11 C 5.286 0.004 1.860
12 C 3.259 2.476 0.654
13 C -2.836 -0.361 -1.937
14 C 1.999 3.292 0.157
15 C 3.842 3.071 1.907
16 C -4.600 -3.873 -0.437
17 C 4.230 2.923 -0.465
18 C 5.478 0.683 -0.534
19 C -1.696 -2.575 -2.559
20 C -2.285 3.577 -2.723
21 C -3.270 -3.471 0.316
22 C -2.820 -1.860 -1.787
23 C 0.171 2.071 4.313
24 C 4.118 -1.249 -0.004
25 C 4.478 0.160 0.553
26 C -3.391 0.721 1.762
27 C 1.042 0.593 -2.079
28 C -2.305 -4.579 0.348
29 C 5.581 2.191 -0.540
30 C -4.247 -2.297 -2.343
31 C -3.781 -3.389 1.782
32 C -4.606 -3.790 -1.949
33 H -5.392 -3.267 0.002
34 H -2.955 -0.332 -3.020
35 H 3.962 -1.884 0.868
36 H -1.622 -2.386 -3.630
37 H -5.031 -1.549 -2.229
38 H 5.550 0.965 2.301
39 H 4.513 3.973 -0.387
40 H -1.358 4.150 -2.697
41 H 3.742 4.157 1.933
42 H -1.453 -4.354 0.989
43 H -1.942 -3.634 -2.644
44 H -0.018 1.144 4.855
45 H 6.079 2.554 -1.440
46 H 0.572 -1.170 -1.468
47 H -2.809 -5.453 0.761
48 H 1.103 0.068 -3.033
49 H 1.120 2.536 4.579
50 H -0.661 -2.352 -2.301
51 H -4.912 -4.897 -0.231
52 H -2.075 2.925 -0.890
53 H -4.088 -0.117 1.742
54 H 3.779 2.878 -1.457
55 H 6.481 0.325 -0.303
56 H -2.960 4.143 -3.364
57 H 6.242 2.543 0.252
58 H 4.739 -0.573 2.606
59 H -0.539 2.863 4.550
60 H -4.234 -4.352 2.017
61 H -5.553 -4.088 -2.398
62 H 4.922 2.990 2.026
63 H 1.567 2.850 -0.740
64 H 6.223 -0.552 1.819
65 H 3.224 -1.155 -0.621
66 H -2.163 2.726 -3.393
67 H -3.576 0.218 -1.383
68 H 0.394 1.467 -2.018
69 H 3.374 2.766 2.843
70 H -2.516 0.038 3.287
71 H 4.936 -1.689 -0.574
72 H -2.021 -4.904 -0.653
73 H -1.844 0.060 -1.769
74 H -4.515 -2.619 2.017
75 H -4.229 -2.312 -3.433
76 H 5.181 0.375 -1.537
77 H -3.840 1.557 2.298
78 H -3.256 1.003 0.717
79 H -3.863 -4.491 -2.330
80 H 1.131 3.290 0.817
81 H 2.161 4.362 0.023
82 H -2.922 -3.399 2.452
83 H 2.067 0.825 -1.789
84 H -0.229 2.743 2.639

Atom charges from the Löwdin analysis, given in e for atoms 1 to 6: atom 1 (Zr): 2.131, atom 2 (F): -0.415, atom 3 (O): -0.250, atom 4 (O): -0.243, atom 5 (O): -0.344, atom 6 (O): -0.115

***

Entry 4:
This record from the Open Molecules 2025 dataset describes a structure of composition C22H53GeN5OSi3Sn. The level of theory is ωB97M-V/def2-TZVPD.

Summary:
Total charge: -1
Strongest force on any atom: 3.2 eV/Å
Relative energy (zero: lowest compared OMol25 entry of this formula, charge and spin): 0.951 eV
E_LUMO (alpha / beta): 2.6 / 2.6 eV
Kohn-Sham gap (alpha / beta): 3.95 / 4.31 eV
Multiplicity: 2

CARTESIAN COORDINATES (ANGSTROEM)
1 Sn -1.638 -0.081 0.766
2 Ge 0.820 0.480 1.790
3 Si 1.109 2.649 2.915
4 Si 1.531 -1.429 3.201
5 Si 2.440 0.427 -0.098
6 O -2.945 1.896 1.833
7 N -0.559 1.958 -4.265
8 N -2.008 3.046 -3.168
9 N -4.175 2.261 3.687
10 N -1.847 1.839 -2.511
11 N -1.284 3.126 -4.194
12 C -1.189 -1.732 -0.630
13 C 0.232 3.892 1.827
14 C 2.183 -0.954 -1.313
15 C -2.568 -2.212 -2.423
16 C 0.420 1.831 -5.331
17 C -2.018 -2.847 -1.155
18 C 0.288 -1.587 4.594
19 C 0.517 0.458 -6.030
20 C 3.306 -1.188 3.847
21 C -3.278 0.029 3.412
22 C -0.959 1.184 -3.233
23 C -2.924 -0.957 2.331
24 C 1.557 -2.956 2.133
25 C -3.447 1.444 2.878
26 C 4.163 0.317 0.671
27 C -1.225 -4.108 -1.531
28 C 1.160 -0.686 -5.159
29 C -0.708 -0.028 -6.783
30 C 0.213 2.509 4.584
31 C 2.839 3.253 3.181
32 C -3.230 -3.153 -0.274
33 C 2.183 2.072 -0.985
34 H 4.008 -1.586 3.083
35 H -1.919 -4.772 -2.044
36 H -0.403 1.595 4.634
37 H 0.693 3.951 0.821
38 H 2.522 -3.180 1.654
39 H 0.624 -2.463 5.228
40 H -0.601 0.187 -2.962
41 H 1.895 -0.320 -4.446
42 H 1.313 0.691 -6.766
43 H -2.376 -1.844 2.625
44 H -4.416 3.177 3.384
45 H 4.252 0.796 1.647
46 H -0.424 -0.751 -7.559
47 H -3.935 -2.298 -0.305
48 H 0.303 4.929 2.250
49 H 4.447 -0.742 0.810
50 H 0.103 2.608 -6.079
51 H 1.451 -0.662 -2.115
52 H 3.407 2.633 3.922
53 H 0.755 -2.947 1.382
54 H -3.074 -1.260 -2.207
55 H 1.898 -1.966 -0.935
56 H -2.557 0.047 4.245
57 H -0.754 -4.572 -0.638
58 H -3.804 -1.251 1.706
59 H -2.995 -3.505 0.752
60 H 3.431 3.322 2.265
61 H 2.771 4.233 3.684
62 H 0.352 -1.245 -4.644
63 H 1.107 2.323 -1.000
64 H -1.182 0.822 -7.333
65 H 1.326 -3.851 2.791
66 H -1.760 -2.005 -3.156
67 H -4.451 2.047 4.652
68 H -0.434 3.412 4.706
69 H -1.506 -0.468 -6.168
70 H -0.449 -3.819 -2.261
71 H -4.277 -0.228 3.867
72 H -0.107 -1.778 -0.869
73 H -3.259 -2.911 -2.926
74 H 2.536 2.021 -2.030
75 H 3.480 -0.114 4.012
76 H 3.144 -1.119 -1.815
77 H 2.763 2.839 -0.462
78 H -3.833 -3.977 -0.726
79 H 3.422 -1.711 4.854
80 H 1.670 -1.459 -5.756
81 H 4.912 0.749 -0.041
82 H 1.412 2.067 -4.900
83 H -0.839 3.649 1.692
84 H 0.222 -0.691 5.221
85 H -0.723 -1.825 4.209
86 H 0.898 2.471 5.477

Atom charges from the Löwdin analysis, given in e for atoms 1 to 6: atom 1 (Sn): 0.822, atom 2 (Ge): 0.488, atom 3 (Si): 0.279, atom 4 (Si): 0.283, atom 5 (Si): 0.307, atom 6 (O): -0.118

***

Entry 5:
This record from the Open Molecules 2025 dataset describes a cluster of 5 separate species, C22H54BN4O8PS4 in total. The level of theory is ωB97M-V/def2-TZVPD.

Summary:
Strongest force on any atom: 3.8 eV/Å
E_LUMO: 0.5 eV
Kohn-Sham gap: 8.14 eV

CARTESIAN COORDINATES (ANGSTROEM)
1 S 0.805 -3.596 5.494
2 S -3.920 -0.313 -4.911
3 S -3.287 1.242 9.325
4 S -0.599 0.489 5.634
5 P 1.909 -1.814 -3.237
6 O -1.390 1.805 -0.962
7 O -0.228 -0.393 4.482
8 O -2.596 0.349 -4.690
9 O 0.557 -4.027 6.905
10 O 1.244 0.775 -8.567
11 O -1.622 -2.039 -1.499
12 O -2.020 1.695 8.676
13 O 1.102 -3.196 -2.589
14 N 3.129 1.506 -7.302
15 N 3.364 -1.562 -2.266
16 N -0.201 1.833 -3.105
17 N -0.979 -1.239 0.776
18 C 1.423 -0.184 -6.240
19 C 0.274 0.504 -5.354
20 C 0.756 0.426 6.823
21 C 2.718 2.121 -2.476
22 C 1.879 0.736 -7.490
23 C 0.207 -0.699 1.514
24 C -4.914 -0.036 -3.430
25 C 5.234 2.636 -1.742
26 C -4.886 0.762 -5.991
27 C 4.197 1.491 -2.252
28 C 2.083 1.785 -3.908
29 C -0.594 1.296 -1.775
30 C 2.070 -4.686 4.809
31 C 0.740 0.914 -3.871
32 C -0.318 2.196 5.121
33 C 0.654 -0.408 -2.965
34 C 0.185 -0.092 -1.440
35 C -3.010 -0.431 9.942
36 C -0.552 -4.230 4.488
37 C -2.150 -0.439 1.253
38 C 1.755 3.220 -4.600
39 C -4.429 0.769 8.010
40 B -0.809 -1.143 -0.712
41 H -2.286 -0.383 10.756
42 H 2.922 1.338 -4.543
43 H 2.381 -0.415 -5.672
44 H 4.691 3.555 -1.341
45 H 4.051 -1.164 -2.934
46 H 0.574 1.149 7.619
47 H -0.305 -0.916 -3.361
48 H 3.713 1.389 -8.147
49 H -1.466 -3.711 4.776
50 H 5.943 2.983 -2.561
51 H -1.080 1.664 -3.647
52 H -4.906 1.776 -5.588
53 H 2.879 3.259 -2.417
54 H 1.785 -5.729 4.960
55 H 0.796 -0.578 7.247
56 H 2.668 3.644 -5.149
57 H 4.187 0.718 -1.403
58 H 2.068 1.856 -1.586
59 H -2.747 -1.042 2.027
60 H 0.917 3.162 -5.365
61 H 1.051 -1.163 -6.676
62 H -2.615 -1.062 9.144
63 H -2.172 -2.560 -0.868
64 H 4.634 1.039 -3.201
65 H 5.888 2.254 -0.877
66 H 0.988 -3.872 -3.285
67 H 3.725 -2.511 -2.059
68 H -1.039 2.445 4.342
69 H -5.323 0.320 8.447
70 H -4.931 1.028 -3.187
71 H -3.949 -0.842 10.317
72 H 3.011 -4.490 5.325
73 H -3.946 0.063 7.333
74 H 2.192 -4.480 3.745
75 H -4.418 0.772 -6.976
76 H -5.928 -0.400 -3.600
77 H -0.464 2.860 5.974
78 H -1.831 0.518 1.803
79 H 3.657 1.020 -6.553
80 H -5.902 0.372 -6.078
81 H 0.273 0.426 1.277
82 H 0.126 -0.878 2.632
83 H -0.673 -5.301 4.658
84 H -0.605 -0.229 -5.348
85 H 0.694 2.305 4.727
86 H -4.464 -0.589 -2.605
87 H -4.710 1.666 7.458
88 H -0.344 -4.037 3.434
89 H -0.101 1.402 -5.964
90 H -2.867 -0.113 0.433
91 H 1.381 3.933 -3.781
92 H 1.175 -1.148 1.079
93 H 1.701 0.646 6.322
94 H 1.216 0.026 -0.940

Atom charges from the Löwdin analysis, given in e for atoms 1 to 6: atom 1 (S): 0.788, atom 2 (S): 0.851, atom 3 (S): 0.810, atom 4 (S): 0.816, atom 5 (P): 0.910, atom 6 (O): 0.054

***

- What is the formula in the third record?
  C22H52FN2O6Zr

***

- Among the records above, which one has the lowest strongest force on any atom?
  C22H51FNSbSi5Zr

***

- Among the records above, which one has the lowest strongest force on any atom?
  C22H51FNSbSi5Zr